# 1
88
Properties=species:S:1:pos:R:3:mulliken_charge:R:1 method="wB97M-V/def2-TZVPD" lumo_ev=0.5 orbital_gap_ev=8.052 smiles="CC(C)=CCC[C@H](C)CC[C@@H]1C[C@H](I)C(=O)O1.Fc1ccccc1.Fc1ccccc1.Fc1ccccc1.Fc1ccccc1"
I -1.6065 0.8195 5.2126 0.059
F -5.1953 0.9878 -6.5657 -0.261
F -0.5205 3.8939 -2.8211 -0.203
F 3.9768 4.3041 -1.4294 -0.269
F 0.0107 -0.0677 1.6258 -0.056
O -2.5869 -3.2688 5.7123 -0.422
O -2.2084 -1.8289 7.3984 -0.535
C -1.5824 3.1300 -3.1553 0.247
C -1.6082 -1.9246 4.0679 -0.685
C 5.3949 5.3557 -2.9834 -0.541
C 0.0283 -5.0420 3.6612 -1.437
C 1.4813 2.8689 -0.8310 -0.480
C -1.6843 1.8662 -2.6100 0.159
C -2.7801 1.0867 -2.9520 -0.624
C 4.6771 -2.5237 6.0434 -1.449
C 3.7033 7.5633 -2.9556 -0.385
C -6.2189 -2.7528 -7.8893 -0.551
C -2.5256 3.6367 -4.0258 -0.532
C 2.3793 -3.1634 4.0187 -0.202
C 3.4063 6.4609 -2.1673 -0.382
C 0.4816 3.1641 0.0868 -0.457
C -5.3706 -1.9558 -8.6460 -0.279
C -5.0236 -0.6870 -8.2055 -0.511
C -6.3738 -1.0173 -6.2285 -0.400
C 4.7088 -0.3135 4.7532 -1.257
C 0.5782 -4.2766 2.4507 0.645
C 3.6831 -2.4098 3.7588 -0.892
C 4.2616 5.3782 -2.1967 0.482
C 1.4934 0.5792 -0.0834 -0.374
C -0.5279 -3.8811 1.4363 -1.356
C 1.4718 -3.0611 2.7757 -0.545
C -0.6722 -4.2601 4.7784 -0.697
C -3.7409 1.5706 -3.8296 -0.362
C 4.3327 -1.7794 4.7711 0.672
C 1.9831 1.5786 -0.9151 -0.616
C 5.6767 6.4610 -3.7731 -0.300
C 4.8349 7.5648 -3.7594 -0.534
C -2.4719 -1.1045 5.0608 -0.167
C -0.0224 2.1745 0.9187 -0.679
C 0.4973 0.9002 0.8150 0.354
C -5.5324 -0.2436 -7.0019 0.452
C -2.3710 -2.0433 6.2441 0.439
C -6.7200 -2.2815 -6.6839 -0.342
C -1.8885 -3.4049 4.4245 0.196
C -3.6126 2.8444 -4.3680 -0.461
H 1.8603 3.6386 -1.4795 0.567
H -0.9185 1.5077 -1.9338 0.247
H 3.0476 8.4235 -2.9407 0.351
H 4.0768 -2.3818 2.7443 0.412
H -4.3584 3.2203 -5.0552 0.383
H -0.8058 2.3789 1.6367 0.411
H 1.8746 -0.4325 -0.1267 0.464
H 2.1403 -2.9410 1.9180 0.792
H -1.0673 -5.0037 5.4740 0.433
H 0.8806 -5.5354 4.1363 0.398
H 0.8970 -2.1349 2.8146 -0.291
H -3.4931 -1.1426 4.6855 0.510
H 0.0894 4.1701 0.1546 0.378
H 3.9695 -2.3211 6.8621 0.301
H -1.5039 -4.2045 1.8022 0.349
H 5.6403 -2.1423 6.3848 0.464
H -0.5841 -1.7873 4.4291 0.168
H -0.3599 -4.3262 0.4574 0.337
H 4.6872 -3.5973 5.8817 0.347
H 6.5572 6.4584 -4.4015 0.354
H -2.4058 4.6349 -4.4252 0.421
H 2.5265 6.4356 -1.5381 0.446
H 6.0401 4.4877 -2.9729 0.415
H 0.0190 -3.6399 5.3527 0.139
H -4.9761 -2.3225 -9.5842 0.352
H -2.8821 0.0955 -2.5299 0.379
H 1.2236 -4.9802 1.9156 0.605
H 4.6544 0.0416 5.7844 0.389
H 5.7125 -0.1272 4.3552 0.284
H 5.0602 8.4256 -4.3744 0.372
H -0.6274 -5.8536 3.3326 0.456
H -0.5815 -2.7962 1.3280 0.120
H 1.9041 -2.6262 4.8371 0.149
H 2.7586 1.3456 -1.6326 0.395
H -4.5891 0.9562 -4.0958 0.361
H 3.9818 0.2637 4.1876 0.327
H -1.6512 -1.6203 3.0279 0.410
H -6.4889 -3.7401 -8.2393 0.367
H -7.3842 -2.8988 -6.0940 0.352
H -4.3693 -0.0464 -8.7811 0.409
H 2.5493 -4.2118 4.2917 0.272
H -2.5730 -3.9350 3.7628 0.327
H -6.7477 -0.6326 -5.2890 0.413

=====

# 2
92
Properties=species:S:1:pos:R:3:mulliken_spin:R:1 method="wB97M-V/def2-TZVPD" lumo_ev="-0.3 / -0.7" orbital_gap_ev="5.121 / 4.635" s_squared=3.80 spin_multiplicity=4 e_above_lowest_ev=0.0000
Se 1.4636 1.4636 -1.4636 0.059
V 0.0000 0.0000 0.0000 1.988
S 1.4723 1.4301 1.3293 -0.014
O 1.1243 -1.1243 1.1243 -0.036
N 1.2119 -1.1328 -1.1328 0.020
N -0.8165 -1.9703 -1.9703 0.483
N 0.8244 4.0039 1.2310 -0.004
N -0.8930 2.4743 1.1049 -0.001
N -1.1632 1.1539 1.1210 -0.032
N -1.2266 -1.2595 1.1258 0.044
N -1.2144 -1.1353 -1.1353 0.020
C 3.9075 -4.4521 3.8368 0.006
C -4.5168 0.0427 0.0427 -0.045
C 3.9140 -3.2056 4.4664 -0.002
C -2.6201 -1.0422 -1.0422 0.035
C -3.5222 1.6013 1.7789 0.016
C 2.5618 -1.1432 -1.1432 -0.008
C -3.1387 -0.1217 -0.1217 0.143
C 2.3072 3.9654 -2.7165 -0.011
C 3.2672 -2.0964 3.8937 0.010
C 4.5390 2.8496 -4.0084 -0.004
C 0.4333 2.7108 1.2077 -0.008
C 3.2503 -4.5901 2.6109 -0.003
C 3.1424 4.7596 -3.5144 -0.005
C -3.4538 -2.8844 1.5737 0.049
C 5.1272 5.0915 -5.0055 -0.001
C 2.6586 -2.8256 -2.8256 -0.025
C 1.2665 -2.8359 -2.8359 0.045
C -3.5812 -1.4978 1.6313 -0.020
C -4.9092 -1.6386 -1.6386 0.025
C -1.1369 -2.6025 1.0772 -0.010
C 1.9223 -1.0643 2.0511 -0.008
C -2.3498 0.7303 1.4210 0.060
C 4.0584 0.5693 -3.0762 0.011
C -2.2123 -3.4494 1.2925 0.037
C 2.6058 -2.2484 2.6520 0.001
C -2.4439 -0.7399 1.4032 -0.002
C 2.5959 2.5870 -2.5624 0.029
C 1.1303 4.6406 -2.0577 0.006
C 4.2543 4.2117 -4.1598 0.007
C 1.9287 -3.7357 0.6739 0.008
C -5.4019 -0.7174 -0.7173 0.039
C 3.7202 2.0301 -3.2154 0.008
C 3.3221 -1.9622 -1.9622 0.093
C 4.5900 -5.6362 4.4565 0.000
C 3.3095 -0.7898 4.6414 0.000
C 2.6010 -3.5023 2.0009 -0.007
C 0.5848 -1.9799 -1.9799 -0.053
C -3.5289 -1.7992 -1.7992 0.068
H 5.0620 -5.3756 5.4094 0.000
H 3.2177 -3.4840 -3.4840 0.000
H 4.2434 0.3253 -2.0091 -0.004
H -1.5750 3.1668 1.3772 0.001
H 1.4944 5.4533 -1.3947 0.001
H 3.2470 -5.5632 2.1209 0.000
H 0.4727 5.0793 -2.8374 0.001
H 4.4054 -1.9270 -1.9270 0.002
H 5.4016 2.4268 -4.5099 -0.001
H 0.5104 3.9623 -1.4431 -0.009
H 5.5477 5.9085 -4.3819 0.001
H 4.9698 0.3001 -3.6522 0.001
H 4.5251 5.5346 -5.8266 0.000
H -4.5446 -1.0571 1.8462 0.014
H -2.0842 -4.5251 1.2415 0.000
H -5.5964 -2.2340 -2.2340 0.002
H 5.9693 4.5231 -5.4543 0.000
H 0.7185 -3.4972 -3.4972 -0.001
H -3.1696 -2.5241 -2.5241 0.020
H -4.3162 -3.5224 1.7470 0.000
H 1.8260 4.1556 1.1926 0.001
H 2.1585 -0.0836 2.4911 0.001
H 3.2185 -0.0496 -3.4557 -0.001
H 3.0329 -0.4510 -0.4510 -0.003
H 5.3701 -6.0143 3.7880 0.000
H -1.0118 1.0118 -1.0118 -0.110
H -4.3941 1.0358 2.1059 0.000
H 0.8435 -3.6344 0.7714 0.016
H 2.9245 5.8151 -3.6338 0.000
H -6.4743 -0.5920 -0.5920 0.004
H -2.4523 0.4751 0.4752 0.021
H -3.8030 2.2009 0.9084 0.001
H 4.4258 -3.0971 5.4219 0.000
H 2.1269 -4.7450 0.2961 0.002
H 3.8813 -0.0474 4.0757 0.000
H 2.2956 -0.4195 4.8238 0.000
H 2.3096 -3.0387 -0.0793 -0.006
H 3.7911 -0.8991 5.6192 0.000
H -0.1468 -2.9898 0.8539 0.023
H -3.2398 2.2705 2.5976 -0.001
H -4.8945 0.7632 0.7632 0.009
H 3.8629 -6.4318 4.6487 0.000
H 0.2600 4.6875 0.7476 0.000